Computed, not measured: C5H7N in the gas phase in a non-equilibrium geometry, with ωB97M-V with the def2-TZVPD basis set.

As for the multiplicity: 1. The calculation puts the energy relative to the best compared isomer or geometry (same formula, charge and spin) at 144.9 kcal per mole. As for the frontier orbital gap (alpha / beta): 0.297 / 0.300 Ha.

Last column: Löwdin charge in e.
Geometry (Å):
C: 1.61651 -1.51349 -0.25280  0.06
C: -0.16307 0.52337 1.42862  -0.04
C: -0.74748 -0.69911 0.81420  0.00
C: 0.00057 0.14392 -0.10933  -0.60
C: -0.84077 0.75866 -1.15968  -0.03
N: 1.18034 -0.39316 -0.56073  0.03
H: 2.67289 -1.83576 -0.51308  0.06
H: -0.95431 1.30076 1.62392  0.11
H: 0.73834 0.51660 2.04157  0.10
H: -0.67778 -1.72076 1.06859  0.07
H: -0.47340 1.82722 -1.39020  0.11
H: -1.83719 0.68903 -0.87958  0.06
H: -0.51466 0.40272 -2.11150  0.07